Molecular formula: C15H45BrN6O2P2Si
Method: DFT, ωB97M-V with the def2-TZVPD basis set

XYZ file:
```
72
C15H45BrN6O2P2Si ωB97M-V with the def2-TZVPD basis set
C 4.874 4.480 -7.437
C 4.475 3.817 -6.109
C 5.457 4.142 -4.963
Si 4.901 3.316 -3.379
Br 5.973 1.396 -3.065
H 4.276 5.368 -7.648
H 5.928 4.764 -7.412
H 4.766 3.779 -8.267
H 4.478 2.730 -6.233
H 3.460 4.090 -5.813
H 6.443 3.784 -5.266
H 5.486 5.223 -4.792
H 5.026 4.170 -2.182
H 3.473 2.958 -3.501
O 0.936 0.523 0.182
P 1.514 -0.826 0.390
N 1.764 -0.865 2.061
C 2.765 -1.655 2.743
C 0.796 -0.235 2.950
N 2.989 -0.799 -0.488
C 4.257 -0.684 0.214
C 2.950 0.062 -1.664
N 1.236 -2.461 0.191
C 0.132 -3.080 0.932
C 1.569 -3.151 -1.065
H 2.326 -2.200 3.587
H 3.571 -1.026 3.134
H 3.199 -2.404 2.084
H -0.073 -0.871 3.156
H 0.431 0.698 2.528
H 1.272 -0.003 3.905
H 4.288 0.158 0.918
H 5.048 -0.532 -0.522
H 4.509 -1.597 0.750
H 3.094 1.121 -1.421
H 1.992 -0.029 -2.178
H 3.728 -0.247 -2.362
H 0.510 -3.909 1.538
H -0.637 -3.464 0.259
H -0.343 -2.366 1.601
H 2.567 -3.586 -0.999
H 1.547 -2.489 -1.927
H 0.854 -3.955 -1.242
O -2.777 0.282 3.197
P -3.937 -0.135 2.387
N -4.565 -1.533 3.046
C -5.404 -2.493 2.361
C -4.461 -1.738 4.484
N -3.338 -0.442 0.810
C -3.294 -1.793 0.276
C -2.104 0.289 0.512
N -5.308 0.681 1.942
C -6.307 0.982 2.971
C -5.299 1.618 0.812
H -6.282 -2.739 2.966
H -4.863 -3.422 2.156
H -5.777 -2.093 1.422
H -5.251 -1.218 5.039
H -3.499 -1.387 4.850
H -4.540 -2.803 4.710
H -2.797 -2.510 0.942
H -2.741 -1.776 -0.666
H -4.284 -2.172 0.037
H -1.213 -0.181 0.933
H -2.144 1.302 0.907
H -1.977 0.368 -0.570
H -7.279 0.570 2.687
H -6.417 2.057 3.122
H -6.026 0.546 3.928
H -5.608 1.112 -0.103
H -4.318 2.059 0.641
H -5.999 2.430 1.009
```

## Properties
Kohn-Sham gap = 0.32767 Eh
Molar mass = 511.5 g mol⁻¹
Structure (SMILES) = CN(C)P(=O)(N(C)C)N(C)C.CN(C)P(=O)(N(C)C)N(C)C.CCC[SiH2]Br
E_HOMO = -8.2 eV
2S+1 = 1
Calculated total energy = -4623.827628 Eh

Molecular formula: C15H45ClO24P5
Method: DFT, ωB97M-V with the def2-TZVPD basis set

XYZ file:
```
90
C15H45ClO24P5 ωB97M-V with the def2-TZVPD basis set
Cl -1.405 0.937 1.687
O -2.078 2.183 1.939
O -1.440 0.135 2.898
O -1.994 0.290 0.544
O -0.014 1.198 1.468
C 2.847 0.525 -0.173
O 4.270 0.655 -0.031
P 4.945 2.089 0.059
O 4.233 3.231 -0.523
O 5.313 2.199 1.598
C 6.036 1.114 2.212
O 6.356 1.874 -0.655
C 7.031 2.700 -1.573
H 2.475 -0.107 0.628
H 2.641 0.081 -1.146
H 2.277 1.455 -0.172
H 7.021 1.495 2.479
H 6.087 0.213 1.607
H 5.480 0.890 3.124
H 6.487 3.648 -1.639
H 7.006 2.265 -2.574
H 8.051 2.867 -1.235
C 3.457 -2.028 -2.927
O 2.955 -3.353 -2.680
P 1.652 -3.469 -1.734
O 1.191 -4.844 -1.511
O 2.077 -2.699 -0.395
C 3.227 -3.189 0.261
O 0.585 -2.517 -2.432
C -0.286 -1.711 -1.642
H 4.066 -1.769 -2.057
H 2.646 -1.308 -3.011
H 4.115 -1.979 -3.790
H 3.922 -2.404 0.610
H 3.975 -3.606 -0.422
H 3.051 -3.715 1.196
H -1.272 -1.513 -2.063
H 0.200 -0.747 -1.489
H -0.566 -2.063 -0.646
C -8.575 -1.415 -1.840
O -7.261 -1.396 -2.335
P -6.408 -0.060 -2.481
O -7.087 1.015 -3.222
O -5.952 0.291 -0.994
C -4.945 -0.460 -0.346
O -5.108 -0.625 -3.214
C -3.993 0.234 -3.489
H -8.598 -1.015 -0.809
H -9.047 -2.386 -1.880
H -9.145 -0.564 -2.245
H -4.064 0.158 -0.144
H -4.595 -1.352 -0.868
H -5.226 -0.793 0.657
H -3.297 -0.434 -3.985
H -3.601 0.655 -2.560
H -4.238 1.106 -4.098
C -1.995 4.566 -3.861
O -2.672 5.512 -3.010
P -4.056 5.211 -2.313
O -4.449 6.134 -1.267
O -5.080 5.079 -3.557
C -6.361 4.502 -3.371
O -3.961 3.653 -1.935
C -3.114 3.184 -0.863
H -1.334 5.140 -4.505
H -2.701 3.980 -4.441
H -1.367 3.991 -3.184
H -7.164 5.044 -3.865
H -6.557 4.415 -2.298
H -6.321 3.470 -3.728
H -2.631 3.986 -0.312
H -2.341 2.533 -1.274
H -3.731 2.543 -0.242
C 2.348 -5.121 6.231
O 3.148 -4.664 5.148
P 3.169 -3.102 4.858
O 3.757 -2.771 3.546
O 1.654 -2.590 5.034
C 1.106 -1.782 3.992
O 3.934 -2.445 6.105
C 5.209 -2.918 6.500
H 1.802 -4.336 6.755
H 2.929 -5.509 7.081
H 1.736 -5.976 5.960
H 0.669 -2.386 3.197
H 1.837 -1.149 3.484
H 0.393 -1.078 4.412
H 5.787 -2.014 6.698
H 5.683 -3.513 5.713
H 5.194 -3.570 7.378
```

## Properties
Kohn-Sham gap = 0.32380 Eh
Molar mass = 799.8 g mol⁻¹
E_HOMO = -6.7 eV
2S+1 = 1
Charge = -1
Calculated total energy = -4571.511101 Eh

Molecular formula: C15H45FN7O3P2
Method: DFT, ωB97M-V with the def2-TZVPD basis set

XYZ file:
```
73
C15H45FN7O3P2 ωB97M-V with the def2-TZVPD basis set
O 1.161 0.224 -1.453
C 0.394 1.296 -2.005
C -0.875 1.474 -1.115
C -2.148 1.915 -1.879
N -3.151 0.816 -1.932
F -2.696 -0.252 -2.638
H 0.579 -0.548 -1.468
H 1.018 2.185 -1.965
H 0.182 1.021 -3.046
H -0.649 2.256 -0.389
H -1.107 0.521 -0.628
H -2.633 2.688 -1.272
H -1.961 2.338 -2.864
H -3.274 0.499 -0.960
H -4.076 1.124 -2.257
O 0.902 4.509 0.658
P 2.060 4.804 1.603
N 3.224 5.088 0.363
C 3.461 4.038 -0.609
C 3.003 6.354 -0.325
N 2.158 3.267 2.355
C 3.252 2.334 2.202
C 0.905 2.545 2.516
N 3.160 5.436 2.862
C 2.501 6.435 3.721
C 4.540 5.836 2.627
H 4.219 4.341 -1.335
H 2.545 3.778 -1.154
H 3.861 3.135 -0.152
H 2.872 7.165 0.401
H 2.107 6.325 -0.958
H 3.865 6.616 -0.940
H 3.157 1.745 1.280
H 3.273 1.634 3.041
H 4.223 2.831 2.202
H 0.616 2.016 1.595
H 0.097 3.222 2.786
H 0.991 1.812 3.321
H 2.357 7.386 3.199
H 3.081 6.618 4.626
H 1.517 6.069 4.035
H 4.628 6.777 2.073
H 5.100 5.071 2.099
H 5.030 5.971 3.595
O -0.640 -4.014 -1.789
P -1.798 -4.938 -1.431
N -2.558 -3.916 -0.248
C -1.827 -3.494 0.935
C -3.174 -2.768 -0.871
N -0.893 -6.237 -0.798
C -0.903 -6.661 0.584
C 0.429 -6.449 -1.382
N -3.227 -6.009 -1.480
C -3.677 -6.264 -2.860
C -4.386 -5.884 -0.609
H -2.467 -2.870 1.565
H -0.919 -2.923 0.701
H -1.550 -4.340 1.561
H -3.784 -3.074 -1.729
H -2.417 -2.059 -1.236
H -3.845 -2.253 -0.174
H -0.233 -6.048 1.200
H -0.569 -7.698 0.665
H -1.903 -6.635 1.020
H 1.181 -5.780 -0.945
H 0.412 -6.281 -2.457
H 0.751 -7.480 -1.224
H -4.170 -5.387 -3.294
H -4.368 -7.106 -2.898
H -2.821 -6.518 -3.493
H -5.021 -5.024 -0.855
H -4.103 -5.817 0.437
H -4.993 -6.787 -0.710
```

## Properties
Kohn-Sham gap = 0.24073 Eh
Molar mass = 452.5 g mol⁻¹
E_HOMO = -10.1 eV
2S+1 = 1
Charge = +1
Calculated total energy = -1989.613836 Eh

Molecular formula: C15H45InN11O22S
Method: DFT, ωB97M-V with the def2-TZVPD basis set

XYZ file:
```
95
C15H45InN11O22S ωB97M-V with the def2-TZVPD basis set
N 0.085 1.719 1.732
C 0.424 2.669 2.789
C 1.935 3.023 2.861
C 2.852 2.171 1.976
C 3.414 0.856 2.572
In 2.460 -0.060 4.370
S 2.968 -2.543 4.360
C 3.469 0.731 6.221
O 4.724 1.404 5.989
O 4.456 2.664 5.373
H 0.599 0.855 1.876
H -0.887 1.461 1.858
H 0.114 2.295 3.776
H -0.134 3.597 2.626
H 2.054 4.058 2.537
H 2.279 2.972 3.894
H 3.718 2.798 1.719
H 2.351 1.973 1.028
H 3.394 0.102 1.787
H 4.463 0.986 2.849
H 0.686 0.081 4.470
H 1.938 -3.039 3.655
H 2.807 1.388 6.805
H 3.745 -0.115 6.853
H 3.746 3.042 5.914
C 0.934 -0.336 -1.155
N 0.840 -1.081 0.123
O 1.881 -1.398 0.661
O -0.275 -1.335 0.535
H 1.985 -0.186 -1.371
H 0.457 -0.946 -1.919
H 0.414 0.611 -1.037
C 4.618 -2.136 -1.299
N 3.627 -2.215 -2.409
O 3.803 -1.539 -3.401
O 2.677 -2.954 -2.237
H 5.405 -1.447 -1.582
H 4.082 -1.793 -0.416
H 5.005 -3.138 -1.143
C 5.086 5.460 3.179
N 4.109 6.311 2.443
O 4.523 7.037 1.560
O 2.950 6.197 2.775
H 6.075 5.648 2.778
H 5.023 5.729 4.229
H 4.785 4.425 3.039
C 6.988 0.024 -5.330
N 7.097 0.190 -3.855
O 6.815 -0.765 -3.163
O 7.451 1.276 -3.450
H 6.656 -0.986 -5.536
H 6.269 0.757 -5.683
H 7.970 0.218 -5.751
C -3.227 2.606 4.149
N -2.985 1.231 3.641
O -3.016 1.056 2.435
O -2.795 0.367 4.466
H -3.393 3.259 3.300
H -4.102 2.542 4.786
H -2.349 2.908 4.714
C -0.421 -3.980 -1.366
N -1.669 -3.301 -1.803
O -1.590 -2.518 -2.734
O -2.687 -3.563 -1.206
H 0.390 -3.650 -2.005
H -0.247 -3.697 -0.331
H -0.580 -5.050 -1.450
C -2.707 -2.923 -5.506
N -3.723 -2.852 -6.590
O -3.507 -2.117 -7.532
O -4.727 -3.527 -6.466
H -1.882 -2.275 -5.765
H -3.182 -2.593 -4.589
H -2.391 -3.958 -5.422
C -7.284 -4.958 -5.013
N -7.530 -5.780 -3.796
O -6.568 -6.233 -3.214
O -8.689 -5.947 -3.473
H -6.218 -4.890 -5.182
H -7.787 -5.452 -5.839
H -7.717 -3.978 -4.836
C -3.859 1.098 -5.840
N -2.462 1.090 -5.326
O -1.810 2.105 -5.437
O -2.071 0.052 -4.832
H -4.067 2.079 -6.248
H -3.925 0.326 -6.602
H -4.511 0.868 -5.002
C -7.109 0.173 4.680
N -7.059 1.386 5.542
O -6.168 2.186 5.334
O -7.907 1.492 6.399
H -6.290 0.218 3.972
H -7.018 -0.690 5.333
H -8.072 0.174 4.178
```

## Properties
Kohn-Sham gap = 0.21113 Eh
Molar mass = 878.5 g mol⁻¹
E_HOMO = -4.4 eV
2S+1 = 1
Charge = -1
Calculated total energy = -3443.403044 Eh

Molecular formula: C15H45NO11
Method: DFT, ωB97M-V with the def2-TZVPD basis set

XYZ file:
```
72
C15H45NO11 ωB97M-V with the def2-TZVPD basis set
C 3.853 2.520 -4.460
O 3.648 2.412 -3.082
C 2.736 1.465 -2.645
C 3.043 1.138 -1.213
N 2.477 -0.041 -0.606
H 1.432 -0.078 -0.659
H 2.544 -0.800 -1.247
C 2.797 -0.239 0.829
C 2.238 -1.483 1.479
O 2.825 -1.497 2.776
C 2.232 -2.367 3.640
H 4.179 1.619 -4.717
H 4.490 3.430 -4.752
H 2.891 2.320 -4.920
H 2.981 0.362 -3.349
H 1.582 1.826 -2.904
H 2.564 1.923 -0.801
H 4.040 1.329 -0.896
H 2.474 0.708 1.456
H 3.856 -0.308 1.000
H 2.608 -2.253 0.948
H 1.144 -1.258 1.550
H 1.050 -2.100 4.012
H 2.631 -2.393 4.706
H 2.471 -3.374 3.405
C -0.721 -0.105 -0.337
O -0.094 -1.228 -1.050
O -2.073 -0.096 -0.394
O 0.009 0.778 0.041
H -2.462 -0.927 -0.820
C -0.476 0.517 -5.579
C -0.615 -0.208 -4.159
O 0.491 -0.903 -3.784
H 0.559 1.161 -5.555
H -1.302 1.003 -5.509
H -0.410 -0.014 -6.427
H -1.459 -0.985 -4.371
H -1.076 0.652 -3.430
H 0.586 -1.116 -2.890
C -1.974 -0.059 4.174
C -2.795 0.835 3.251
O -4.014 1.187 3.892
H -2.628 -0.850 4.743
H -1.523 0.289 5.232
H -0.926 -0.432 3.812
H -3.096 0.209 2.393
H -2.291 1.616 2.910
H -4.535 1.742 3.143
C -2.224 3.237 -0.965
O -0.869 3.131 -1.185
H -2.224 2.856 0.005
H -2.748 2.792 -1.771
H -2.362 4.319 -0.725
H -0.579 2.426 -0.685
C -0.713 -3.547 1.627
O -0.022 -3.964 0.366
H -0.872 -2.576 1.836
H -0.115 -3.708 2.498
H -1.464 -4.470 1.817
H -0.279 -3.341 -0.229
C 0.724 2.321 3.034
O 0.136 2.874 1.886
H 0.809 1.215 2.812
H 0.266 2.472 3.927
H 1.754 2.778 2.845
H -0.199 2.146 1.393
C -4.347 -2.656 0.720
O -3.738 -2.622 -0.634
H -5.449 -2.404 0.861
H -3.930 -2.107 1.395
H -4.276 -3.592 1.079
H -3.257 -3.515 -0.750
```

## Properties
Kohn-Sham gap = 0.36274 Eh
Molar mass = 415.5 g mol⁻¹
E_HOMO = -9.4 eV
2S+1 = 1
Calculated total energy = -1480.434098 Eh

Molecular formula: C15H46NO14S2
Method: DFT, ωB97M-V with the def2-TZVPD basis set

XYZ file:
```
78
C15H46NO14S2 ωB97M-V with the def2-TZVPD basis set
C -3.483 -16.046 -5.723
C -3.329 -17.148 -6.755
C -3.047 -16.589 -8.142
O -2.427 -18.132 -6.414
H -3.869 -16.411 -4.771
H -4.132 -15.226 -6.057
H -2.536 -15.539 -5.489
H -4.332 -17.639 -6.878
H -3.062 -17.312 -8.963
H -2.059 -16.115 -8.185
H -3.807 -15.841 -8.418
C 0.210 -15.307 -6.707
O 0.169 -16.716 -6.622
H -0.349 -14.936 -7.577
H -0.165 -14.864 -5.780
H 1.254 -15.043 -6.881
H -0.762 -17.010 -6.649
C -1.736 -19.896 -9.619
O -1.195 -19.821 -8.342
H -2.593 -19.232 -9.756
H -0.984 -19.700 -10.390
H -2.134 -20.910 -9.812
H -1.687 -19.194 -7.759
C -3.990 -21.360 -5.669
O -2.771 -20.722 -5.396
H -4.852 -20.692 -5.529
H -4.042 -21.803 -6.676
H -4.134 -22.183 -4.961
H -2.815 -19.798 -5.729
C -6.044 -18.280 -4.521
O -7.016 -18.880 -3.659
H -6.454 -18.033 -5.506
H -5.627 -17.388 -4.055
H -5.250 -19.005 -4.679
H -7.578 -18.189 -3.302
C -2.233 -18.282 -2.796
O -1.321 -17.801 -3.737
H -2.913 -17.488 -2.431
H -2.915 -19.042 -3.212
H -1.716 -18.751 -1.961
H -1.817 -17.607 -4.554
O 0.124 -16.947 -15.249
S -1.001 -16.423 -14.564
O -2.316 -16.776 -14.971
O -0.811 -16.825 -13.072
C -1.808 -16.366 -12.137
C -1.159 -15.488 -11.082
C -0.840 -14.661 -14.486
H -2.273 -17.235 -11.676
H -2.602 -15.830 -12.661
H -0.358 -14.881 -11.503
H -0.683 -16.127 -10.336
H -1.912 -14.893 -10.567
H -1.128 -14.242 -15.447
H 0.223 -14.474 -14.353
H -1.437 -14.277 -13.669
O -5.476 -10.801 -9.928
S -5.487 -11.948 -9.084
O -4.844 -11.899 -7.819
O -6.976 -12.384 -8.847
C -7.981 -11.827 -9.725
C -9.220 -12.666 -9.549
C -4.878 -13.338 -9.984
H -7.613 -11.895 -10.751
H -8.158 -10.777 -9.504
H -9.561 -12.644 -8.513
H -9.050 -13.692 -9.874
H -10.053 -12.274 -10.137
H -5.565 -13.458 -10.818
H -5.030 -14.168 -9.298
H -3.845 -13.131 -10.225
C -5.752 -20.057 -8.367
N -7.149 -19.583 -8.133
O -7.672 -18.928 -9.011
O -7.679 -19.885 -7.083
H -5.172 -19.765 -7.498
H -5.437 -19.508 -9.241
H -5.728 -21.130 -8.505
```

## Properties
Kohn-Sham gap = 0.26625 Eh
Molar mass = 528.7 g mol⁻¹
E_HOMO = -5.5 eV
2S+1 = 1
Charge = -1
Calculated total energy = -2503.450191 Eh

- The highest molar mass belongs to which entry?
  C15H45InN11O22S

- Which value of 2S+1 does entry 3 give?
  1